102
Properties=species:S:1:pos:R:3 method="wB97M-V/def2-TZVPD" e_homo_ev=-15.1 energy_ha=-4515.02839 total_charge=+3 de_lowest_kcal_mol=10.2 lumo_energy_ev=-8.340
Ta 0.07893 -0.09933 0.50772
C 0.18203 2.15718 3.82994
C 0.06831 3.31202 2.84294
C -0.33005 2.88426 1.43586
N 0.58296 1.89266 0.83550
C 1.79713 2.32683 0.40344
C 2.14803 3.68144 0.38858
C 3.34470 4.31603 0.09978
C 4.59050 3.76178 -0.14202
C 4.85526 2.41574 -0.29614
C 3.96466 1.35407 -0.39363
C 2.58076 1.28865 -0.23213
N 1.84350 0.18294 -0.56285
C 2.46040 -0.85195 -1.39507
C 1.67024 -2.13737 -1.27264
C 1.77772 -2.67131 0.14576
N 1.04697 -1.82679 1.09972
C 0.94208 -2.27473 2.38143
C 1.67468 -3.37341 2.83607
C 1.70539 -3.98856 4.07821
C 0.96905 -3.71813 5.21897
C 0.00473 -2.73837 5.35876
C -0.40982 -1.76881 4.45511
C 0.01202 -1.49565 3.15670
N -0.49195 -0.45614 2.43323
C -1.55387 0.39097 2.99541
C -1.11554 1.39026 4.07879
H 0.96700 1.46178 3.51478
H 0.52010 2.56584 4.78257
H -0.69122 4.01793 3.18916
H 1.01145 3.86104 2.82604
H -1.32748 2.45714 1.45717
H -0.42897 3.74181 0.76601
H 1.36082 4.36339 0.67305
H 3.30564 5.39806 0.14369
H 5.42860 4.44222 -0.21827
H 5.89604 2.14712 -0.43302
H 4.44424 0.42421 -0.66231
H 2.51706 -0.49453 -2.42680
H 3.47934 -1.07288 -1.07430
H 0.61976 -1.98522 -1.55462
H 2.07107 -2.88195 -1.96057
H 1.35775 -3.67985 0.19160
H 2.83626 -2.73731 0.41760
H 2.34571 -3.81952 2.11740
H 2.40384 -4.81375 4.15402
H 1.15516 -4.34676 6.08003
H -0.49877 -2.70532 6.31776
H -1.18497 -1.12249 4.83714
H -2.03909 0.89865 2.15426
H -2.34531 -0.25829 3.38320
H -1.94455 2.08674 4.23201
H -1.00850 0.85570 5.02241
C -7.86606 -1.28900 -0.28383
C -7.01470 -0.03821 -0.50372
C -7.27368 0.94795 0.64545
C -7.43346 0.60360 -1.83325
C -5.52114 -0.35769 -0.52450
C -4.60574 0.64276 -0.86196
C -3.26349 0.36192 -0.79157
Br -1.98020 1.69804 -1.21547
C -2.76469 -0.88116 -0.39691
O -1.40717 -0.99529 -0.24213
C -3.64840 -1.91918 -0.10666
C -5.01221 -1.59848 -0.17176
C -3.27567 -3.34743 0.31286
C -4.02473 -4.34818 -0.58227
C -1.78590 -3.68402 0.20236
C -3.70293 -3.54352 1.77587
H -8.92036 -1.01833 -0.33032
H -7.69377 -1.73694 0.69644
H -7.68673 -2.04466 -1.05144
H -8.34004 1.16265 0.71893
H -6.75423 1.89485 0.48658
H -6.94641 0.53237 1.60009
H -8.49738 0.83907 -1.80751
H -7.26258 -0.07768 -2.66925
H -6.90427 1.53654 -2.03110
H -4.93786 1.62798 -1.15778
H -5.71404 -2.37877 0.07910
H -3.70310 -4.25681 -1.62193
H -5.10472 -4.22102 -0.55096
H -3.80873 -5.36470 -0.25185
H -1.39159 -3.48061 -0.79570
H -1.66127 -4.75002 0.39820
H -1.18895 -3.13809 0.93168
H -4.78594 -3.50471 1.89138
H -3.26787 -2.77083 2.41584
H -3.36437 -4.51592 2.13690
N -2.37735 -0.32334 -6.57879
C -1.56087 -1.40626 -5.90051
C -1.43734 -1.18887 -4.38827
N -0.40145 -0.28739 -3.92121
H -2.37533 -0.43996 -7.59596
H -2.00969 0.61009 -6.38081
H -3.35254 -0.34566 -6.27141
H -0.58844 -1.39702 -6.39018
H -2.05990 -2.34565 -6.13208
H -1.26059 -2.17641 -3.95874
H -2.39739 -0.86109 -3.97551
H -0.54723 0.68450 -4.16211
H 0.51752 -0.56418 -4.24479

---

113
Properties=species:S:1:pos:R:3 method="wB97M-V/def2-TZVPD" e_homo_ev=-11.6 energy_ha=-3279.82144 total_charge=+1 de_lowest_kcal_mol=21.6 lumo_energy_ev=-3.818
C 6.57956 0.45813 1.11699
C 5.08167 0.23066 0.83585
C 4.66367 -1.09026 1.45889
C 3.23373 -1.61989 1.22305
C 2.56990 -1.41603 -0.14822
S 3.58522 -2.16464 -1.45063
O 3.06836 -1.89813 -2.75448
O 4.96450 -1.82734 -1.29838
C 3.54639 -4.03473 -1.29698
F 2.36715 -4.56417 -1.63055
F 3.94328 -4.46116 -0.09802
F 4.44142 -4.42216 -2.20483
C 1.26257 -2.23167 -0.03886
N 0.55315 -2.14818 -1.35640
C 0.05359 -0.89239 -1.47028
N -1.21207 -0.61008 -1.59906
C -2.24294 -1.65263 -1.72764
C -2.79372 -2.18283 -0.42654
N -1.82278 -3.01198 0.31216
C -1.69825 0.77636 -1.66031
C -1.48857 1.61031 -0.38379
C -1.73906 0.89857 0.94061
C -3.16110 1.06518 1.48943
N -3.26878 0.79100 2.92222
C -2.47487 -0.33490 3.39178
C -2.97316 1.96883 3.67458
C -4.16444 2.82406 3.98948
O -1.85688 2.25249 4.04999
N 0.97767 0.11618 -1.43431
C 1.12436 0.92008 -2.64943
C 2.37786 0.68935 -3.49669
O 2.31011 -0.00408 -4.49716
O 3.58880 1.27727 -3.14935
C 3.64619 2.68921 -3.22311
C 3.44318 3.46447 -1.96104
O 3.90074 3.22393 -4.29009
C 2.11758 0.00690 -0.50696
C 1.77126 0.81982 0.73666
O 1.64156 2.14653 0.28169
C 1.85863 3.10077 1.30382
C 0.84606 3.09238 2.43176
C -0.43182 3.86421 2.10313
H 6.69871 0.87840 2.10724
H 7.11180 -0.48221 1.09163
H 7.02261 1.09471 0.36889
H 4.97706 0.26654 -0.24113
H 4.57888 1.09861 1.25195
H 5.37815 -1.83703 1.14646
H 4.79831 -0.99416 2.53088
H 2.58871 -1.26457 2.01446
H 3.26805 -2.69365 1.37413
H 1.42380 -3.25612 0.25014
H 0.64228 -1.72602 0.68629
H -0.13656 -2.89103 -1.37027
H -1.85579 -2.49093 -2.29352
H -3.06846 -1.27829 -2.30950
H -3.17990 -1.42523 0.23828
H -3.65118 -2.79466 -0.69872
H -2.22898 -3.16912 1.22604
H -1.84984 -3.93251 -0.11108
H -2.74886 0.76742 -1.89720
H -1.24222 1.32423 -2.46867
H -0.51251 2.07354 -0.43460
H -2.20172 2.42265 -0.45626
H -1.42656 -0.14057 0.91962
H -1.10492 1.38555 1.67400
H -3.38453 2.11271 1.33998
H -3.89233 0.51488 0.90826
H -2.83255 -0.71391 4.33992
H -1.42086 -0.09835 3.50908
H -2.52494 -1.15319 2.68578
H -4.55013 3.23735 3.06443
H -3.90140 3.59493 4.69162
H -4.91423 2.18999 4.44284
H 1.03892 1.97565 -2.40250
H 0.31078 0.70899 -3.31905
H 3.79996 2.92223 -1.09835
H 2.38483 3.60603 -1.79372
H 3.93218 4.41668 -2.04014
H 2.98079 0.51858 -0.90927
H 2.56852 0.80365 1.47065
H 0.86049 0.46029 1.21235
H 1.81962 4.07757 0.83722
H 2.86260 3.01700 1.71789
H 1.31387 3.59778 3.26793
H 0.59464 2.10215 2.79612
H -0.33666 4.90655 2.36678
H -1.26254 3.47579 2.67503
H -0.67708 3.78422 1.04854
C -6.21037 5.10850 -2.77694
C -5.83270 4.16316 -1.92068
C -4.58595 4.29656 -1.13339
O -4.23844 3.42905 -0.35112
C -3.77297 5.51924 -1.32768
C -4.14696 6.46682 -2.18288
C -5.39760 6.33714 -2.97648
O -5.73958 7.19679 -3.75270
H -7.11706 5.03278 -3.36326
H -6.41062 3.26206 -1.75885
H -2.86743 5.59396 -0.73791
H -3.56886 7.36811 -2.34137
C -1.71674 -7.95139 -0.62026
C -1.31373 -8.90468 0.21580
C -0.09226 -8.73662 1.04505
O 0.27929 -9.60021 1.80291
C 0.65976 -7.46099 0.90486
C 0.25024 -6.50924 0.07137
C -0.96719 -6.68224 -0.75431
O -1.33722 -5.81164 -1.52191
H -2.60092 -8.05477 -1.23605
H -1.84675 -9.83956 0.33062
H 1.54878 -7.35866 1.51436
H 0.78477 -5.57668 -0.04865